Entry from OMol25: a structure of composition C5H14N2O (ωB97M-V/def2-TZVPD).

Last column: Löwdin charge in e.
CARTESIAN COORDINATES (ANGSTROEM)
C (-0.598, -0.649, 1.700)  -0.04
C (-0.547, -0.842, -1.415)  -0.04
C (-0.748, 0.443, 0.648)  -0.42
C (-1.323, 0.095, -0.614)  -0.33
N (-2.138, 0.995, -1.238)  0.15
O (-1.375, 1.598, 1.203)  -0.03
H (-0.826, 1.936, 1.918)  0.10
H (-2.481, 1.767, -0.688)  0.10
H (-2.409, 0.849, -2.196)  0.10
H (-1.556, -0.862, 2.178)  0.08
H (-0.192, -1.563, 1.269)  0.07
H (0.106, -0.316, 2.467)  0.08
H (-0.965, -1.036, -2.402)  0.08
H (0.501, -0.341, -1.434)  0.08
H (-0.353, -1.796, -0.922)  0.08
C (2.068, 0.457, -0.343)  -0.26
N (2.674, -0.794, 0.086)  -0.09
H (2.324, -1.579, -0.452)  0.04
H (2.466, -0.989, 1.058)  0.04
H (2.441, 1.264, 0.288)  0.03
H (2.403, 0.699, -1.352)  0.04
H (0.529, 0.664, 0.241)  0.14

Computed properties:
Total charge: 0
Energy above the lowest of the compared OMol25 structures with the same formula, charge and spin: 4.8661 eV
LUMO level (alpha / beta): 0.69 / 0.69 eV
E: -10436.1619 eV
Maximum force: 1.50 eV/A